Entry 1:
DFT (ωB97M-V/def2-TZVPD) results for 8 unconnected molecules or ions with the total composition C33H72F24N5OP5.

Each line ends with the Löwdin charge.
Positions of all 140 atoms, in Å:
C -0.948 3.634 -1.618  0.052
N -1.149 2.143 -1.128  -0.275
C -0.530 1.874 0.216  -0.022
C -2.726 1.918 -0.985  0.092
C -0.351 1.184 -2.076  -0.048
C -0.673 1.130 -3.651  -0.086
O -2.054 0.942 -3.882  0.161
H 0.111 3.883 -1.546  0.085
H -1.390 4.275 -0.856  0.106
H -1.363 3.807 -2.611  0.096
H -0.820 2.671 0.902  0.093
H 0.551 2.008 0.191  0.104
H -0.883 0.918 0.601  0.099
H -2.719 0.828 -0.962  0.074
H -3.183 2.433 -1.829  0.088
H -3.042 2.355 -0.037  0.114
H -0.377 0.208 -1.591  0.110
H 0.698 1.477 -2.039  0.112
H -0.077 0.391 -4.187  0.135
H -0.425 2.088 -4.107  0.155
H -2.337 1.110 -4.784  0.094
C 9.116 5.520 -1.482  -0.066
C 8.112 5.024 -2.547  -0.135
N 6.741 5.517 -2.253  -0.056
C 6.164 6.776 -2.517  0.046
C 4.817 6.671 -2.065  -0.003
N 4.624 5.477 -1.444  -0.060
C 5.810 4.724 -1.737  0.021
C 3.489 5.085 -0.611  0.008
H 10.090 5.035 -1.543  0.082
H 8.736 5.446 -0.463  0.079
H 9.387 6.565 -1.627  0.074
H 8.152 3.935 -2.527  0.126
H 8.415 5.392 -3.527  0.132
H 6.767 7.600 -2.869  0.131
H 4.072 7.440 -1.930  0.139
H 6.077 3.714 -1.462  0.158
H 3.703 4.089 -0.224  0.099
H 2.595 4.908 -1.208  0.082
H 3.166 5.799 0.146  0.107
C -2.036 -6.174 -2.564  -0.071
C -2.409 -4.834 -3.193  -0.156
N -1.354 -3.989 -3.840  -0.049
C -1.635 -2.919 -4.659  0.022
C -0.386 -2.346 -4.894  0.025
N 0.607 -2.940 -4.053  -0.077
C -0.030 -3.970 -3.417  0.022
C 1.986 -2.487 -3.946  0.015
H -2.931 -6.791 -2.488  0.090
H -1.534 -6.170 -1.597  0.066
H -1.346 -6.675 -3.243  0.087
H -3.006 -4.124 -2.620  0.113
H -3.040 -5.218 -3.994  0.129
H -2.599 -2.639 -5.055  0.128
H -0.068 -1.536 -5.534  0.113
H 0.334 -4.720 -2.731  0.152
H 1.956 -1.677 -3.218  0.094
H 2.390 -2.137 -4.896  0.115
H 2.645 -3.296 -3.630  0.103
C 2.897 0.467 3.013  -0.095
C 2.309 0.365 4.434  -0.256
C 0.947 -0.305 4.702  -0.226
C 1.050 -1.838 4.409  -0.237
P -0.606 -2.763 4.373  1.062
C -0.144 -4.491 4.273  -0.272
C -1.393 -5.325 4.087  -0.289
C -1.197 -6.750 3.866  -0.268
C -1.038 -7.153 2.364  -0.085
C -1.668 -2.331 5.792  -0.231
C -1.077 -3.046 7.035  -0.283
C -1.621 -2.537 8.378  -0.228
C -3.094 -2.982 8.578  -0.086
C -1.327 -2.181 2.746  -0.244
C -2.748 -2.435 2.240  -0.214
C -3.191 -1.516 1.026  -0.236
C -2.803 -1.992 -0.336  -0.132
H 2.151 0.704 2.253  0.059
H 3.535 -0.404 2.863  0.065
H 3.619 1.283 2.986  0.068
H 2.264 1.372 4.850  0.109
H 3.035 -0.070 5.121  0.104
H 0.237 0.309 4.148  0.072
H 0.622 -0.269 5.742  0.110
H 1.779 -2.368 5.021  0.095
H 1.574 -2.038 3.475  0.085
H 0.423 -4.671 5.186  0.103
H 0.588 -4.645 3.480  0.109
H -2.053 -4.991 3.287  0.100
H -1.996 -5.254 4.992  0.115
H -2.123 -7.244 4.161  0.114
H -0.447 -7.223 4.500  0.121
H -0.200 -6.614 1.922  0.058
H -1.911 -6.834 1.794  0.067
H -0.844 -8.222 2.277  0.076
H -2.717 -2.626 5.800  0.104
H -1.784 -1.249 5.862  0.101
H 0.008 -2.941 7.029  0.098
H -1.223 -4.126 7.068  0.101
H -1.509 -1.463 8.228  0.105
H -0.871 -2.759 9.137  0.114
H -3.969 -2.422 8.249  0.081
H -3.303 -3.156 9.633  0.070
H -3.143 -4.022 8.253  0.067
H -0.648 -2.599 2.003  0.095
H -1.267 -1.099 2.869  0.087
H -3.398 -2.158 3.070  0.109
H -2.994 -3.470 2.002  0.095
H -3.123 -0.452 1.250  0.101
H -4.274 -1.640 1.007  0.112
H -3.329 -1.572 -1.193  0.077
H -2.759 -3.076 -0.441  0.065
H -1.781 -1.688 -0.564  0.049
P 3.272 2.641 -4.490  0.165
F 4.460 2.255 -5.517  -0.167
F 4.325 2.455 -3.303  -0.173
F 3.737 4.183 -4.657  -0.170
F 2.087 3.007 -3.415  -0.192
F 2.280 2.876 -5.778  -0.164
F 2.905 1.043 -4.382  -0.196
P -1.798 2.838 4.152  0.229
F -2.522 1.991 2.974  -0.200
F -1.644 1.382 4.911  -0.214
F -0.331 2.544 3.415  -0.207
F -1.214 3.589 5.503  -0.173
F -1.978 4.169 3.281  -0.141
F -3.243 3.018 4.918  -0.182
P -2.454 -0.023 -7.712  0.296
F -2.939 -1.158 -6.626  -0.184
F -2.784 1.105 -6.600  -0.169
F -0.875 -0.171 -7.176  -0.220
F -1.962 1.141 -8.729  -0.167
F -1.898 -1.056 -8.924  -0.202
F -3.980 0.200 -8.345  -0.170
P -4.477 5.289 -3.439  0.149
F -5.228 5.594 -4.853  -0.145
F -5.149 6.539 -2.564  -0.148
F -5.474 4.133 -3.160  -0.078
F -3.518 5.033 -2.127  -0.185
F -3.547 4.221 -4.197  -0.083
F -3.399 6.320 -4.018  -0.080

The LUMO energy (alpha / beta) comes out at -3.2 / -9.1 eV. As for the strongest force on any atom: 4.58 eV/A. Its HOMO-LUMO gap (alpha / beta) is 9.5 / 3.2 eV. The net charge is +1. The multiplicity is 2. For the highest occupied orbital energy (alpha / beta), the calculation gives -12.7227 / -12.3020 eV. The expectation value of S² is 0.76. For the total energy, the calculation gives -156559.142 eV.

Entry 2:
DFT (ωB97M-V/def2-TZVPD) results for a molecular structure, C41H31Cl5DyN7O5S2.

Each line ends with the Löwdin charge.
Positions of all 92 atoms, in Å:
Dy 0.760 -1.265 -0.839  1.408
C 3.975 -0.568 -1.167  -0.157
C 3.966 0.663 -0.270  -0.114
C 3.134 0.745 0.938  -0.303
C 3.246 1.816 1.796  -0.015
C 2.546 1.849 2.973  0.003
C 1.689 0.764 3.248  -0.029
C 1.587 -0.251 2.341  -0.175
N 2.240 -0.223 1.143  0.011
N 2.857 -0.593 -2.160  -0.240
C 2.705 0.549 -3.042  -0.180
C 1.886 1.721 -2.653  -0.327
C 2.263 2.912 -3.217  -0.022
C 1.476 4.060 -3.050  -0.027
C 0.338 3.917 -2.255  -0.022
C 0.018 2.643 -1.748  -0.108
N 0.838 1.606 -1.907  0.090
C 3.095 -1.718 -3.105  -0.195
C 3.181 -3.099 -2.535  -0.263
C 3.950 -4.077 -3.073  -0.035
C 3.880 -5.350 -2.604  -0.044
C 3.046 -5.673 -1.530  -0.016
C 2.330 -4.606 -0.967  -0.118
N 2.333 -3.368 -1.487  0.036
H 3.896 -1.488 -0.574  0.113
H 4.945 -0.621 -1.713  0.141
H 3.843 1.571 -0.852  0.117
H 5.080 0.762 0.017  0.164
H 4.019 2.521 1.667  0.115
H 2.691 2.651 3.712  0.141
H 1.183 0.717 4.188  0.121
H 0.777 -0.953 2.385  0.084
H 2.381 0.195 -4.034  0.130
H 3.672 0.950 -3.371  0.135
H 3.194 2.982 -3.801  0.127
H 1.759 5.099 -3.460  0.147
H -0.283 4.757 -2.061  0.103
H -0.838 2.532 -1.115  0.101
H 4.102 -1.649 -3.616  0.152
H 2.330 -1.676 -3.836  0.037
H 4.639 -3.829 -3.870  0.126
H 4.514 -6.177 -2.995  0.132
H 3.033 -6.585 -0.971  0.107
H 1.700 -4.658 -0.029  0.088
Cl -1.930 -2.751 -0.683  0.808
C -1.119 -3.368 0.701  -0.706
C 0.156 -2.909 0.933  -0.356
C 0.833 -3.594 1.943  -0.761
Cl 2.509 -3.333 2.017  0.755
C 0.192 -4.446 2.840  -0.711
Cl 1.042 -5.243 4.090  0.706
C -1.163 -4.708 2.680  -0.720
Cl -1.935 -5.774 3.748  0.724
C -1.843 -4.183 1.582  -0.723
Cl -3.444 -4.559 1.196  0.734
O -6.809 -1.306 -1.984  0.111
C -5.819 -0.433 -1.690  -0.470
O -6.024 0.498 -0.961  0.117
C -4.444 -0.754 -2.294  -0.112
C -4.076 -1.962 -2.914  -0.061
C -2.767 -2.104 -3.300  -0.227
C -1.804 -1.120 -3.210  -0.747
S -0.102 -1.516 -3.372  0.565
C -2.201 0.114 -2.778  -0.130
C -3.500 0.324 -2.327  0.011
H -6.669 -1.878 -2.743  0.101
H -4.700 -2.861 -2.987  0.125
H -2.453 -3.069 -3.746  0.119
H -1.484 0.888 -2.720  0.060
H -3.852 1.296 -2.023  0.118
O 0.087 5.516 4.716  -0.391
S -1.181 6.150 5.062  0.394
O -1.358 6.251 6.512  -0.361
O -1.464 7.379 4.336  -0.356
C -2.420 5.035 4.467  -0.341
N -3.692 5.166 4.935  0.141
C -4.580 4.308 4.409  -0.121
C -4.281 3.330 3.485  0.005
C -2.902 3.225 3.181  -0.212
N -2.046 4.085 3.632  0.139
C -2.325 2.127 2.258  -0.080
C -1.001 2.322 1.828  0.011
C -0.337 1.350 1.113  -0.210
N -0.876 0.190 0.743  -0.007
C -2.151 0.014 1.128  -0.128
C -2.919 0.921 1.861  0.022
H -5.587 4.474 4.730  0.103
H -5.136 2.871 3.011  0.107
H -0.539 3.242 2.167  0.123
H 0.700 1.551 0.799  0.092
H -2.627 -0.942 0.938  0.073
H -3.931 0.630 2.187  0.128

The LUMO energy (alpha / beta) comes out at -1.0 / -0.9 eV. As for the strongest force on any atom: 3.25 eV/A. Its HOMO-LUMO gap (alpha / beta) is 6.1 / 6.1 eV. The value obtained for the energy above the lowest of the compared OMol25 structures with the same formula, charge and spin is 36.6 kcal per mole. The multiplicity is 6. For the highest occupied orbital energy (alpha / beta), the calculation gives -7.0379 / -7.0379 eV. The expectation value of S² is 9.34. For the total energy, the calculation gives -172054.915 eV.

Entry 3:
DFT (ωB97M-V/def2-TZVPD) results for a gas-phase ion, C2H8NO2 (charge +1).

Each line ends with the natural charge from an NBO analysis.
Positions of all 13 atoms, in Å:
C 1.721 -0.165 0.066  -0.431
N 0.311 -0.218 0.548  -0.540
C -0.446 0.731 -0.306  0.019
O -1.977 0.487 0.286  -0.269
O -2.242 -0.867 -0.062  -0.464
H 2.357 0.743 0.442  0.269
H 2.054 -1.175 0.413  0.242
H 1.624 -0.240 -0.964  0.221
H 0.400 0.238 1.507  0.471
H -0.028 -1.206 0.468  0.487
H -0.451 1.821 -0.350  0.271
H -0.311 0.486 -1.431  0.228
H -3.011 -0.634 -0.618  0.498

The LUMO energy comes out at -3.8 eV. Its SMILES is C[NH2+]COO. As for the strongest force on any atom: 5.59 eV/A. Its HOMO-LUMO gap is 11.2 eV. The net charge is +1. The value obtained for the energy above the lowest of the compared OMol25 structures with the same formula, charge and spin is 136.1 kcal per mole. For the highest occupied orbital energy, the calculation gives -15.0473 eV. For the total energy, the calculation gives -7777.058 eV.

Entry 4:
DFT (ωB97M-V/def2-TZVPD) results for a molecular structure, C4H5AgO5.

Each line ends with the natural charge from an NBO analysis.
Positions of all 15 atoms, in Å:
O 2.348 1.086 -0.560  -0.727
C 2.358 0.213 0.312  0.937
O 2.839 0.215 1.443  -0.721
O 1.711 -1.027 -0.057  -0.420
Ag 3.799 2.350 0.876  0.937
C 0.461 -1.320 0.210  0.258
C -0.430 -0.602 1.076  -0.200
H 0.129 -2.245 -0.265  0.208
H -0.076 0.322 1.534  0.236
H -0.979 -1.236 1.775  0.254
H -1.563 -0.271 -1.685  0.141
O -2.043 0.228 0.229  -0.504
C -2.249 0.230 -0.984  0.682
O -3.146 1.032 -1.467  -0.596
H -3.159 1.025 -2.436  0.516

The LUMO energy (alpha / beta) comes out at -4.6 / -5.6 eV. As for the strongest force on any atom: 2.06 eV/A. Its HOMO-LUMO gap (alpha / beta) is 8.4 / 8.3 eV. The net charge is +1. The value obtained for the energy above the lowest of the compared OMol25 structures with the same formula, charge and spin is 6.1 kcal per mole. The multiplicity is 2. For the highest occupied orbital energy (alpha / beta), the calculation gives -12.9438 / -13.8831 eV. The expectation value of S² is 0.76. For the total energy, the calculation gives -18455.714 eV.

Entry 5:
DFT (ωB97M-V/def2-TZVPD) results for a molecular structure, C24H40BrInO6.

Each line ends with the Löwdin charge.
Positions of all 72 atoms, in Å:
In 2.132 0.543 0.241  1.221
C 5.021 -0.935 0.937  -0.118
C 5.109 -0.224 -0.399  -0.124
O 4.388 1.021 -0.380  -0.230
C 5.014 2.133 0.294  -0.106
C 4.419 2.323 1.669  -0.113
O 2.988 2.290 1.477  -0.239
C 2.163 3.168 2.268  -0.113
C 0.820 3.227 1.575  -0.115
O 0.359 1.928 1.171  -0.240
C -0.504 1.198 2.065  -0.115
C 0.285 0.489 3.125  -0.140
O 1.293 -0.271 2.448  -0.242
C 2.289 -0.790 3.347  -0.134
C 3.281 -1.550 2.521  -0.139
O 3.712 -0.664 1.474  -0.255
H 5.765 -0.608 1.667  0.146
H 5.154 -2.005 0.769  0.152
H 4.634 -0.821 -1.177  0.145
H 6.142 -0.051 -0.698  0.150
H 4.809 3.005 -0.323  0.150
H 6.095 1.995 0.338  0.153
H 4.733 3.289 2.065  0.152
H 4.688 1.548 2.384  0.132
H 2.584 4.175 2.271  0.151
H 2.135 2.812 3.298  0.134
H 0.925 3.793 0.649  0.148
H 0.068 3.721 2.191  0.152
H -1.034 0.481 1.436  0.139
H -1.246 1.867 2.501  0.151
H -0.374 -0.170 3.696  0.156
H 0.754 1.176 3.833  0.133
H 1.833 -1.452 4.086  0.155
H 2.760 0.045 3.876  0.144
H 2.837 -2.443 2.078  0.100
H 4.132 -1.858 3.132  0.155
C -5.612 -1.843 -1.804  -0.051
C -4.605 -2.487 -0.858  -0.550
C -5.046 -2.231 0.594  -0.027
C -4.566 -4.001 -1.116  -0.030
C -3.196 -1.912 -1.020  -0.091
C -2.137 -2.522 -0.308  -0.056
C -0.873 -2.044 -0.444  -0.561
Br 0.555 -2.852 0.443  0.941
C -0.573 -0.913 -1.298  -0.371
O 0.640 -0.563 -1.444  -0.140
C -1.674 -0.262 -2.001  -0.040
C -2.928 -0.802 -1.840  0.060
C -1.411 0.952 -2.892  -0.530
C -2.683 1.387 -3.619  -0.052
C -0.340 0.632 -3.946  -0.023
C -0.957 2.112 -2.005  -0.032
H -6.585 -2.312 -1.657  0.098
H -5.340 -1.979 -2.852  0.099
H -5.737 -0.776 -1.611  0.091
H -6.015 -2.707 0.757  0.100
H -5.158 -1.165 0.798  0.093
H -4.345 -2.655 1.314  0.082
H -5.588 -4.381 -1.143  0.098
H -4.042 -4.540 -0.327  0.082
H -4.098 -4.244 -2.071  0.100
H -2.338 -3.375 0.322  0.115
H -3.755 -0.373 -2.382  0.096
H -3.084 0.599 -4.258  0.100
H -2.445 2.235 -4.262  0.097
H -3.467 1.712 -2.933  0.093
H -0.540 -0.315 -4.449  0.102
H 0.657 0.582 -3.517  0.075
H -0.354 1.413 -4.708  0.095
H -1.746 2.417 -1.313  0.099
H -0.708 2.976 -2.627  0.103
H -0.070 1.853 -1.431  0.042

The LUMO energy (alpha / beta) comes out at -7.5 / -7.3 eV. As for the strongest force on any atom: 0.86 eV/A. Its HOMO-LUMO gap (alpha / beta) is 6.1 / 6.4 eV. The net charge is +2. The value obtained for the energy above the lowest of the compared OMol25 structures with the same formula, charge and spin is 27.0 kcal per mole. For the highest occupied orbital energy (alpha / beta), the calculation gives -13.5503 / -13.7343 eV. For the total energy, the calculation gives -113022.050 eV.

Entry 6:
DFT (ωB97M-V/def2-TZVPD) results for a gas-phase ion, C5H14N2 (charge +2).

Each line ends with the natural charge from an NBO analysis.
Positions of all 21 atoms, in Å:
C 1.427 -0.594 1.127  -0.660
C 0.226 0.210 1.538  -0.039
N 0.687 1.453 2.278  -0.674
C -0.706 0.654 0.364  -0.457
C -0.988 -0.418 -0.703  -0.162
C -0.341 -0.340 -1.869  -0.033
N -1.015 -1.014 -3.081  -0.696
H 2.008 -0.898 1.986  0.258
H 1.984 -0.153 0.299  0.229
H 1.063 -1.512 0.649  0.257
H -0.411 -0.379 2.200  0.238
H 1.463 1.283 2.924  0.464
H 1.198 1.895 1.501  0.437
H -0.055 2.052 2.635  0.464
H -1.712 0.677 0.799  0.273
H -0.205 1.522 -0.081  0.229
H -1.445 -1.340 -0.379  0.251
H 0.468 0.289 -2.221  0.244
H -0.454 -1.381 -3.853  0.465
H -1.592 -1.741 -2.657  0.452
H -1.601 -0.267 -3.455  0.458

The LUMO energy comes out at -7.3 eV. Its SMILES is C[C@@H]([NH3+])C/C=C/[NH3+]. As for the strongest force on any atom: 3.04 eV/A. Its HOMO-LUMO gap is 11.3 eV. The net charge is +2. The value obtained for the energy above the lowest of the compared OMol25 structures with the same formula, charge and spin is 20.4 kcal per mole. For the highest occupied orbital energy, the calculation gives -18.5690 eV. For the total energy, the calculation gives -8374.464 eV.